# 1
Density functional theory data (wB97M-V/def2-TZVPD) for a cluster of 3 separate species, C36H49Cl2FN3O11P3S2 in total.

Structure (ORCA input):
```
! RIJCOSX wB97M-V def2-TZVPD def2/J DEFGRID3
* xyz 0 1
C 5.949 -3.551 -0.150
O 4.706 -3.547 -0.832
C 4.805 -3.197 -2.206
C 4.301 -1.792 -2.546
C 2.800 -1.486 -2.486
C 1.936 -1.729 -1.220
O 0.598 -1.345 -1.177
C -0.129 -0.307 -1.798
C -0.458 -0.346 -3.313
C 0.639 -0.535 -4.328
O 0.855 -1.507 -4.998
F 1.446 0.564 -4.519
P 0.671 1.373 -1.491
S -0.384 2.954 -1.908
C -1.558 -0.449 -1.071
C -2.723 0.252 -1.813
C -4.059 0.288 -1.072
O -4.400 1.158 -0.298
C -5.098 -0.782 -1.403
C -6.345 -0.686 -0.821
C -7.354 -1.572 -1.093
C -7.101 -2.582 -1.993
C -5.878 -2.747 -2.586
C -4.899 -1.829 -2.277
N -1.508 -0.328 0.373
C -2.361 -1.245 1.162
C -2.213 -2.761 0.972
C -0.992 -3.400 1.640
C -1.077 -4.921 1.832
O -2.396 -5.440 1.731
P -1.622 1.271 1.006
O -2.848 1.298 2.140
O -0.252 1.603 1.930
P 1.640 -3.682 -1.322
S -0.225 -4.132 -1.740
C 2.658 -1.559 0.187
Cl 1.498 -1.041 1.480
C 3.901 -0.637 0.323
C 4.223 -0.272 1.794
Cl 3.936 0.895 -0.595
H 6.600 -2.731 -0.476
H 5.726 -3.367 0.909
H 6.442 -4.527 -0.213
H 5.875 -3.208 -2.466
H 4.370 -3.965 -2.857
H 4.596 -1.648 -3.595
H 4.948 -1.084 -2.020
H 2.675 -0.437 -2.781
H 2.338 -2.074 -3.291
H -1.180 -1.142 -3.500
H -0.877 0.640 -3.563
H 1.851 1.444 -2.266
H 1.108 1.359 -0.151
H -1.737 -1.517 -1.271
H -2.967 -0.285 -2.734
H -2.526 1.278 -2.142
H -6.496 0.148 -0.141
H -8.315 -1.421 -0.615
H -7.885 -3.288 -2.259
H -5.678 -3.536 -3.299
H -3.937 -1.948 -2.774
H -3.440 -1.032 1.118
H -2.111 -1.070 2.217
H -2.292 -3.096 -0.068
H -3.095 -3.197 1.461
H -0.142 -3.223 0.970
H -0.732 -2.864 2.560
H -0.459 -5.397 1.053
H -0.577 -5.169 2.783
H -2.301 -6.396 1.768
H -2.673 1.996 2.784
H -0.501 2.334 2.515
H 2.385 -4.224 -2.382
H 1.930 -4.288 -0.081
H 2.995 -2.528 0.554
H 4.769 -1.224 0.022
H 3.690 0.616 2.129
H 5.288 0.004 1.784
H 4.141 -1.131 2.461
C -4.568 2.595 8.647
C -4.689 3.475 7.580
C -3.670 3.578 6.647
C -2.541 2.792 6.795
C -2.403 1.916 7.858
C -3.425 1.820 8.788
N -1.469 2.881 5.796
O -1.612 3.675 4.882
O -0.506 2.159 5.932
H -5.368 2.513 9.371
H -5.580 4.078 7.473
H -3.767 4.263 5.817
H -1.515 1.310 7.968
H -3.332 1.138 9.622
C 4.097 4.272 -2.534
C 5.135 4.998 -3.105
C 4.856 6.089 -3.911
C 3.536 6.442 -4.132
C 2.492 5.724 -3.576
C 2.777 4.631 -2.772
N 3.239 7.614 -4.968
O 4.177 8.211 -5.457
O 2.074 7.919 -5.119
H 4.320 3.423 -1.900
H 6.163 4.715 -2.919
H 5.664 6.653 -4.354
H 1.464 6.003 -3.757
H 1.965 4.064 -2.330
*
```

## Properties
E_HOMO, eV: -7.35
Structure (SMILES): COCCC[C@@](O[C@](CC(=O)F)([PH2]=S)[C@H](CC(=O)c1ccccc1)N(CCCCO)P(O)O)([PH2]=S)[C@H](Cl)[C@H](C)Cl.O=[N+]([O-])c1ccccc1.O=[N+]([O-])c1ccccc1
Orbital gap, eV: 6.548
LUMO, eV: -0.8

Results of the Mulliken charge analysis, in e, for atoms 1 through 8:
1 C -0.935
2 O -0.285
3 C -1.224
4 C -0.493
5 C -1.832
6 C 1.113
7 O -0.102
8 C 1.071


# 2
Density functional theory data (wB97M-V/def2-TZVPD) for a structure of composition C36H50BHgN8O7S4Te.

Structure (ORCA input):
```
! RIJCOSX wB97M-V def2-TZVPD def2/J DEFGRID3
* xyz -2 2
Hg -1.210 0.035 -2.880
C 3.338 2.966 3.098
C 2.395 2.035 3.806
C 2.544 2.300 5.349
C 0.970 2.248 3.369
N 2.813 0.589 3.552
C 2.697 -0.511 4.458
C 2.748 -1.630 3.755
N 2.808 -1.352 2.449
B 2.594 -2.499 1.408
N 3.152 -2.220 0.026
C 4.483 -2.387 -0.238
C 4.699 -2.004 -1.493
N 3.553 -1.592 -2.008
C 2.536 -1.751 -1.080
S 0.886 -1.479 -1.385
C 3.419 -0.967 -3.366
C 4.803 -0.812 -3.933
C 2.868 0.373 -3.119
C 2.665 -1.932 -4.321
N 1.176 -3.051 1.340
C 1.037 -4.277 0.726
C -0.273 -4.457 0.433
N -0.967 -3.412 0.996
C -0.022 -2.490 1.524
S -0.399 -1.013 2.232
C -2.474 -3.292 1.010
C -2.954 -3.275 2.448
C -2.914 -2.057 0.214
C -3.113 -4.518 0.253
C 2.897 0.009 2.280
S 3.089 0.816 0.797
H 3.611 3.800 3.765
H 3.010 3.318 2.119
H 4.263 2.471 2.878
H 2.105 3.229 5.656
H 3.614 2.319 5.494
H 2.077 1.537 5.979
H 0.706 3.319 3.508
H 0.288 1.550 3.828
H 0.844 1.889 2.316
H 2.822 -0.291 5.491
H 2.722 -2.713 4.101
H 3.389 -3.421 1.826
H 5.081 -2.847 0.531
H 5.596 -1.942 -2.016
H 5.445 -0.174 -3.275
H 4.819 -0.366 -4.903
H 5.412 -1.717 -4.095
H 3.535 0.984 -2.462
H 1.895 0.473 -2.606
H 2.649 0.998 -4.020
H 3.356 -2.636 -4.610
H 2.409 -1.438 -5.242
H 1.816 -2.378 -3.761
H 1.883 -4.824 0.355
H -0.674 -5.249 -0.166
H -2.473 -2.551 3.067
H -2.999 -4.319 2.880
H -3.966 -2.931 2.255
H -2.713 -1.108 0.725
H -3.996 -2.132 -0.092
H -2.392 -2.026 -0.733
H -2.799 -5.445 0.747
H -2.901 -4.467 -0.753
H -4.193 -4.456 0.309
O 1.403 6.302 2.076
C 1.255 5.915 0.771
O 1.975 6.423 -0.044
C 0.050 5.048 0.473
O 0.007 4.862 -0.921
C -0.262 3.520 -1.314
C -1.667 3.085 -0.810
O -2.327 3.771 -0.026
O -2.018 1.950 -1.308
H 2.172 6.866 2.014
H -0.819 5.627 0.815
H 0.165 4.151 1.086
H 0.555 2.797 -1.129
H -0.343 3.591 -2.397
O -2.445 1.079 3.644
C -2.796 1.871 2.499
N -4.107 2.499 2.664
C -5.320 1.968 2.368
O -6.246 2.445 2.989
C -5.488 1.071 1.177
C -4.749 1.178 -0.022
C -5.178 0.444 -1.131
C -6.198 -0.489 -0.921
N -6.773 -0.711 0.252
C -6.471 0.104 1.247
H -2.159 0.188 3.410
H -2.789 1.295 1.603
H -2.073 2.655 2.339
H -4.092 3.259 3.297
H -3.965 1.899 -0.152
H -4.881 0.637 -2.149
H -6.656 -1.192 -1.642
H -7.030 0.053 2.191
Te -2.170 1.166 -5.128
C -1.010 -0.068 -6.335
C -1.226 -1.392 -6.616
C -0.262 -1.984 -7.525
C 0.562 -1.057 -8.009
S 0.292 0.444 -7.266
H -2.001 -2.034 -6.199
H -0.266 -2.996 -7.866
H 1.266 -1.087 -8.800
*
```

## Properties
E_HOMO (spin up / spin down), eV: -1.42 / -2.51
Orbital gap (spin up / spin down), eV: 5.146 / 6.130
LUMO (spin up / spin down), eV: 3.7 / 3.6

Results of the Mulliken charge analysis, in e, for atoms 1 through 8:
1 Hg 0.819
2 C -1.734
3 C 2.129
4 C -2.192
5 C -1.788
6 N 0.185
7 C -0.679
8 C -0.543


# 3
Density functional theory data (wB97M-V/def2-TZVPD) for a structure of composition C36H50BaN9O5S2SbSi.

Structure (ORCA input):
```
! RIJCOSX wB97M-V def2-TZVPD def2/J DEFGRID3
* xyz -2 1
Ba 0.074 0.615 0.380
C -1.092 3.888 2.619
C -1.163 2.421 2.940
N -1.982 1.595 2.395
N -2.711 2.103 1.346
C -3.830 1.469 1.080
N -4.457 1.919 -0.074
S -4.646 0.257 1.979
C -0.155 1.853 3.875
C 1.080 2.497 4.011
C 2.056 1.922 4.803
C 1.766 0.745 5.472
C 0.510 0.191 5.296
N -0.434 0.709 4.516
H -0.280 4.070 1.912
H -0.888 4.469 3.522
H -2.029 4.212 2.172
H -3.817 2.333 -0.739
H -5.110 1.254 -0.451
H 1.298 3.378 3.430
H 3.035 2.380 4.868
H 2.496 0.257 6.108
H 0.247 -0.726 5.816
C -3.451 -3.045 3.000
N -2.164 -2.850 3.658
C -2.332 -2.176 4.946
C -1.191 -2.216 2.832
N -1.410 -1.419 1.877
N 0.081 -2.619 3.214
C 1.303 -2.218 2.685
N 2.358 -2.555 3.554
N 1.415 -1.675 1.552
H -4.032 -3.753 3.596
H -3.290 -3.470 2.010
H -4.020 -2.117 2.887
H -3.022 -2.763 5.555
H -2.721 -1.159 4.825
H -1.377 -2.121 5.467
H -2.391 -1.121 1.861
H 0.096 -3.385 3.864
H 2.184 -2.207 4.489
H 3.233 -2.187 3.205
H 2.365 -1.355 1.363
O 3.916 2.954 0.417
S 2.672 2.204 0.506
O 2.828 0.918 1.248
O 1.592 2.984 1.188
O 2.137 1.866 -0.856
C -0.512 2.013 -4.034
C 0.298 3.185 -3.486
Sb -0.313 3.735 -1.496
C -1.804 5.204 -2.128
C -2.680 5.684 -0.971
C 1.302 5.133 -1.242
C 1.217 6.029 -0.011
H -0.195 1.720 -5.040
H -1.580 2.249 -4.088
H -0.407 1.130 -3.398
H 0.230 4.063 -4.136
H 1.351 2.914 -3.393
H -2.422 4.731 -2.897
H -1.279 6.036 -2.608
H -3.179 4.843 -0.483
H -3.452 6.389 -1.297
H -2.089 6.182 -0.199
H 1.325 5.731 -2.160
H 2.207 4.524 -1.205
H 0.291 6.611 0.021
H 2.046 6.743 0.016
H 1.286 5.415 0.886
O -0.316 -0.918 -1.543
Si 0.425 -2.149 -2.202
C 2.231 -2.345 -1.655
C 2.997 -1.208 -1.384
C 4.288 -1.309 -0.878
C 4.853 -2.560 -0.662
C 4.116 -3.706 -0.944
C 2.818 -3.594 -1.426
C 0.425 -2.050 -4.106
C 1.495 -2.439 -4.912
C 1.442 -2.327 -6.297
C 0.306 -1.816 -6.909
C -0.772 -1.415 -6.127
C -0.707 -1.531 -4.745
C -0.401 -3.803 -1.771
C -0.464 -4.897 -2.635
C -1.028 -6.104 -2.236
C -1.543 -6.237 -0.953
C -1.496 -5.157 -0.078
C -0.934 -3.954 -0.486
H 2.586 -0.211 -1.513
H 4.826 -0.403 -0.627
H 5.858 -2.643 -0.263
H 4.545 -4.687 -0.767
H 2.241 -4.496 -1.599
H 2.395 -2.826 -4.444
H 2.293 -2.629 -6.899
H 0.263 -1.715 -7.987
H -1.656 -0.998 -6.596
H -1.539 -1.190 -4.135
H -0.072 -4.802 -3.643
H -1.069 -6.940 -2.926
H -1.983 -7.177 -0.637
H -1.901 -5.250 0.924
H -0.912 -3.105 0.191
*
```

## Properties
E_HOMO, eV: -2.57
Orbital gap, eV: 6.508
Energy above the lowest of the compared OMol25 structures with the same formula, charge and spin, kJ/mol: 40.2
LUMO, eV: 3.9

Results of the Mulliken charge analysis, in e, for atoms 1 through 8:
1 Ba 0.457
2 C -1.542
3 C 0.033
4 N 0.249
5 N -0.310
6 C 0.038
7 N -0.497
8 S -0.567


# 4
Density functional theory data (wB97M-V/def2-TZVPD) for a cluster of 16 separate species, C36H50F4N16OP in total.

Structure (ORCA input):
```
! RIJCOSX wB97M-V def2-TZVPD def2/J DEFGRID3
* xyz 1 1
O -2.289 -2.023 -0.347
P -0.916 -1.288 0.078
F -0.753 -1.442 1.679
C 0.532 -2.070 -0.775
C 1.654 -1.185 -0.998
C 2.822 -1.791 -1.682
C 2.608 -3.210 -1.966
C 1.396 -3.968 -1.663
N 0.341 -3.370 -1.078
C -1.111 0.544 -0.355
F -0.408 1.287 0.549
F -2.429 0.859 -0.189
F -0.795 0.818 -1.636
H -2.341 -2.157 -1.328
H 1.668 -0.113 -0.681
H 3.752 -1.232 -1.934
H 3.445 -3.767 -2.451
H 1.325 -5.040 -1.947
C -2.137 0.254 3.910
C -2.033 0.027 5.371
N -1.956 -0.143 6.503
H -3.085 -0.135 3.541
H -2.087 1.320 3.700
H -1.322 -0.249 3.398
C -4.090 4.104 4.548
C -4.269 2.987 3.585
N -4.410 2.114 2.850
H -3.037 4.207 4.806
H -4.441 5.036 4.104
H -4.659 3.906 5.455
C -1.928 2.679 8.758
C -2.219 3.888 7.953
N -2.443 4.827 7.331
H -2.808 2.398 9.334
H -1.652 1.854 8.101
H -1.104 2.880 9.442
C -3.173 2.754 -3.802
C -3.358 1.604 -4.716
N -3.503 0.708 -5.417
H -2.120 2.856 -3.541
H -3.509 3.669 -4.289
H -3.752 2.601 -2.892
C 6.120 -1.621 -4.849
C 5.842 -1.133 -3.479
N 5.628 -0.755 -2.413
H 7.055 -2.175 -4.863
H 5.314 -2.276 -5.179
H 6.197 -0.770 -5.540
C 6.574 -2.178 -9.370
C 6.927 -2.709 -8.035
N 7.199 -3.120 -6.999
H 7.475 -2.063 -9.972
H 5.895 -2.866 -9.874
H 6.088 -1.209 -9.264
C -2.349 -1.945 -7.064
C -2.493 -3.356 -7.494
N -2.604 -4.448 -7.826
H -2.934 -1.297 -7.714
H -2.703 -1.831 -6.040
H -1.302 -1.648 -7.114
C -4.370 5.311 -0.708
C -4.212 6.416 -1.680
N -4.089 7.272 -2.433
H -4.560 5.712 0.287
H -5.207 4.676 -0.999
H -3.462 4.708 -0.680
C 6.621 2.604 -5.247
C 6.436 1.451 -6.156
N 6.293 0.555 -6.860
H 7.675 2.708 -4.991
H 6.280 3.517 -5.734
H 6.046 2.451 -4.334
C -6.304 1.071 9.985
C -5.490 2.190 10.513
N -4.859 3.056 10.925
H -7.273 1.443 9.655
H -5.793 0.609 9.140
H -6.455 0.324 10.763
C 0.324 -3.520 4.533
C 0.183 -4.918 4.066
N 0.072 -6.000 3.704
H -0.267 -2.856 3.902
H -0.025 -3.435 5.562
H 1.370 -3.217 4.487
C 6.074 -4.543 -0.347
C 5.093 -5.585 -0.722
N 4.332 -6.391 -1.020
H 5.604 -3.833 0.340
H 6.937 -4.998 0.138
H 6.407 -4.011 -1.239
C -4.622 -4.733 -1.379
C -4.393 -3.487 -2.147
N -4.205 -2.517 -2.734
H -5.522 -4.633 -0.773
H -4.744 -5.571 -2.064
H -3.771 -4.927 -0.726
C -1.465 7.162 2.023
C -2.930 7.351 1.925
N -4.064 7.509 1.841
H -1.185 6.207 1.580
H -0.953 7.965 1.493
H -1.159 7.173 3.069
C 4.222 -1.229 2.713
C 4.034 -2.358 1.773
N 3.888 -3.234 1.045
H 5.277 -1.129 2.965
H 3.877 -0.303 2.253
H 3.653 -1.408 3.625
*
```

## Properties
E_HOMO, eV: -12.97
Orbital gap, eV: 8.662
LUMO, eV: -4.3

Results of the Mulliken charge analysis, in e, for atoms 1 through 8:
1 O -0.325
2 P 0.818
3 F -0.064
4 C 0.255
5 C -0.446
6 C -0.423
7 C -0.063
8 C -0.616